(1)
Computed, not measured: a 28-piece molecular cluster, C24H87FNO34P overall, with ωB97M-V/def2-TZVPD.

As for the HOMO energy: -9.264 eV. For the HOMO-LUMO gap, the calculation gives 8.6 eV. The spin multiplicity is 1. The value obtained for the lowest unoccupied orbital energy is -0.7 eV.

Positions of all 148 atoms, in Å:
C (3.959, -0.564, 0.974)
C (5.005, 0.507, 0.744)
N (5.034, 1.043, -0.652)
C (3.736, 1.030, -1.208)
C (3.304, 0.196, -2.140)
C (4.166, -0.884, -2.765)
C (4.604, -0.573, -4.218)
C (3.800, -1.405, -5.232)
F (5.959, -0.897, -4.296)
C (1.876, 0.296, -2.630)
O (1.609, 0.150, -3.801)
C (0.859, 0.637, -1.536)
C (-0.429, 0.119, -1.530)
C (-0.800, -0.746, -2.722)
C (-1.177, 0.056, -4.033)
C (-0.975, 1.552, -3.977)
O (-0.178, 2.123, -4.700)
O (-1.743, 2.306, -3.124)
C (-1.296, 0.408, -0.466)
C (-2.687, -0.214, -0.405)
C (-2.473, -1.764, -0.184)
C (-3.582, 0.126, -1.612)
C (-4.606, -0.989, -1.936)
C (-0.818, 1.231, 0.549)
C (-1.748, 1.541, 1.709)
C (-2.843, 2.594, 1.389)
C (0.484, 1.744, 0.516)
P (1.074, 2.713, 1.925)
O (2.475, 3.148, 1.895)
O (0.039, 3.896, 2.257)
O (0.919, 1.715, 3.191)
C (1.317, 1.483, -0.548)
C (2.715, 2.040, -0.751)
O (3.037, 3.205, -0.672)
H (4.202, -1.054, 1.922)
H (2.945, -0.176, 1.079)
H (4.054, -1.339, 0.210)
H (5.973, 0.035, 0.922)
H (4.896, 1.323, 1.479)
H (5.346, 2.001, -0.524)
H (5.022, -1.072, -2.120)
H (3.564, -1.800, -2.760)
H (4.437, 0.483, -4.431)
H (2.992, -1.981, -4.786)
H (3.346, -0.713, -5.946)
H (4.447, -2.072, -5.807)
H (-1.589, -1.461, -2.524)
H (0.077, -1.335, -2.978)
H (-0.519, -0.296, -4.822)
H (-2.193, -0.168, -4.389)
H (-1.200, 3.011, -2.755)
H (-3.232, 0.109, 0.477)
H (-1.511, -1.881, 0.317)
H (-2.573, -2.350, -1.091)
H (-3.253, -2.115, 0.506)
H (-3.051, 0.436, -2.499)
H (-4.189, 0.986, -1.319)
H (-4.073, -1.847, -2.346)
H (-5.013, -1.294, -0.964)
H (-5.397, -0.654, -2.610)
H (-1.240, 1.899, 2.599)
H (-2.222, 0.600, 1.997)
H (-2.327, 3.534, 1.187)
H (-3.388, 2.746, 2.323)
H (-3.514, 2.279, 0.588)
H (-0.210, 4.358, 1.446)
H (1.574, 2.044, 3.828)
O (0.812, -2.683, 0.180)
H (0.720, -1.808, -0.218)
H (1.448, -3.135, -0.386)
O (-5.588, 2.490, -0.145)
H (-5.484, 3.370, 0.233)
H (-6.366, 2.562, -0.709)
O (-6.898, 0.164, -4.004)
H (-7.445, 0.955, -4.101)
H (-7.440, -0.535, -4.380)
O (-5.302, -3.537, -3.641)
H (-5.828, -2.736, -3.728)
H (-5.850, -4.227, -4.036)
O (-3.627, 4.819, 3.747)
H (-2.815, 4.382, 4.025)
H (-3.690, 5.589, 4.320)
O (4.491, 5.590, 2.765)
H (4.029, 6.432, 2.755)
H (3.875, 4.973, 2.352)
O (5.541, 2.827, 3.566)
H (5.563, 3.751, 3.847)
H (4.791, 2.788, 2.959)
O (1.547, -1.544, 3.081)
H (0.980, -0.778, 2.934)
H (1.051, -2.283, 2.715)
O (3.836, 0.714, 5.199)
H (4.460, 1.357, 4.836)
H (3.481, 0.260, 4.426)
O (-4.023, 0.604, -4.581)
H (-4.080, 1.519, -4.278)
H (-4.896, 0.427, -4.951)
O (0.141, -5.591, 0.412)
H (0.201, -4.633, 0.311)
H (1.054, -5.892, 0.432)
O (7.967, -1.591, -6.667)
H (7.324, -1.046, -6.201)
H (8.250, -2.230, -6.005)
O (2.162, 1.332, 7.853)
H (2.514, 0.926, 7.049)
H (1.606, 0.649, 8.239)
O (8.044, 3.514, 5.105)
H (7.823, 4.425, 5.336)
H (7.218, 3.154, 4.755)
O (-3.078, -3.696, 2.069)
H (-2.141, -3.477, 2.089)
H (-3.125, -4.468, 1.493)
O (10.640, 3.160, 7.078)
H (10.684, 4.074, 7.373)
H (9.889, 3.140, 6.474)
O (-4.876, -4.475, 4.771)
H (-5.240, -3.720, 5.242)
H (-4.391, -4.088, 4.030)
O (-6.840, -5.041, 6.964)
H (-6.941, -4.090, 7.053)
H (-6.122, -5.150, 6.324)
O (7.782, -0.913, 1.661)
H (8.621, -0.640, 1.274)
H (8.024, -1.248, 2.532)
O (9.829, 5.369, 3.803)
H (10.170, 4.980, 2.993)
H (9.272, 4.675, 4.185)
O (-7.997, -7.677, 5.676)
H (-7.963, -7.520, 4.728)
H (-7.749, -6.830, 6.066)
O (-9.340, -0.567, -2.828)
H (-9.988, 0.003, -2.404)
H (-9.071, -1.177, -2.133)
O (6.643, -4.171, 1.840)
H (6.654, -3.218, 1.696)
H (7.571, -4.422, 1.821)
O (-7.872, -4.933, -5.136)
H (-8.403, -4.136, -5.227)
H (-8.415, -5.624, -5.529)
O (-4.708, 3.320, -3.408)
H (-4.986, 4.109, -2.934)
H (-4.177, 3.656, -4.139)
O (-0.006, -3.249, -4.515)
H (0.685, -2.829, -5.039)
H (-0.614, -3.604, -5.171)
O (-8.717, 2.720, -4.042)
H (-8.627, 3.620, -3.717)
H (-9.469, 2.757, -4.642)

(2)
Computed, not measured: C24H9DyF15GeNO5S as an isolated structure, with ωB97M-V/def2-TZVPD.

As for the HOMO energy (alpha / beta): -9.371 / -9.390 eV. For the HOMO-LUMO gap (alpha / beta), the calculation gives 8.9 / 9.4 eV. The spin multiplicity is 6. The value obtained for the lowest unoccupied orbital energy (alpha / beta) is -0.5 / 0.0 eV.

Positions of all 57 atoms, in Å:
Dy (0.647, -0.231, 1.069)
O (1.136, 1.899, -0.095)
C (0.316, 3.035, 0.183)
C (-1.166, 2.705, -0.058)
N (-1.522, 1.536, 0.735)
C (-2.350, 0.521, 0.055)
C (-1.262, -0.525, -0.168)
O (-0.345, -0.229, -0.977)
O (-1.102, -1.423, 0.690)
C (-1.916, 1.775, 2.120)
C (-1.246, 0.669, 2.997)
O (-1.895, 0.012, 3.777)
O (0.025, 0.578, 2.810)
H (1.085, 1.722, -1.051)
H (0.491, 3.268, 1.239)
H (0.622, 3.893, -0.429)
H (-1.783, 3.580, 0.181)
H (-1.293, 2.455, -1.114)
H (-3.130, 0.143, 0.717)
H (-2.780, 0.888, -0.878)
H (-1.526, 2.741, 2.452)
H (-3.004, 1.756, 2.262)
F (3.963, -2.025, 5.098)
C (3.381, -0.832, 4.912)
C (3.179, -0.395, 3.613)
C (2.625, 0.855, 3.452)
F (2.451, 1.318, 2.177)
C (2.252, 1.659, 4.517)
F (1.722, 2.857, 4.293)
C (2.431, 1.183, 5.814)
F (2.069, 1.925, 6.855)
C (3.015, -0.067, 6.015)
F (3.220, -0.518, 7.251)
Ge (3.605, -1.570, 2.013)
S (2.935, -1.037, 0.056)
C (5.589, -1.692, 1.872)
C (6.407, -0.643, 2.242)
F (5.847, 0.378, 2.912)
C (7.760, -0.622, 1.927)
F (8.525, 0.412, 2.280)
C (8.301, -1.687, 1.210)
F (9.594, -1.685, 0.898)
C (7.489, -2.743, 0.796)
F (8.009, -3.740, 0.081)
C (6.139, -2.714, 1.120)
F (5.315, -3.680, 0.703)
C (2.833, -3.251, 2.838)
C (3.547, -4.314, 3.357)
F (4.876, -4.288, 3.280)
C (2.911, -5.372, 4.000)
F (3.619, -6.370, 4.522)
C (1.521, -5.383, 4.105)
F (0.908, -6.398, 4.706)
C (0.777, -4.314, 3.604)
F (-0.544, -4.297, 3.715)
C (1.463, -3.273, 2.999)
F (0.776, -2.163, 2.554)

(3)
Computed, not measured: a 20-piece molecular cluster, C25H10Cl76N3O2 overall, with ωB97M-V/def2-TZVPD.

As for the HOMO energy: -3.464 eV. The net charge is -1. For the HOMO-LUMO gap, the calculation gives 4.6 eV. The spin multiplicity is 1. The value obtained for the lowest unoccupied orbital energy is 1.1 eV.

Positions of all 116 atoms, in Å:
C (0.258, 3.846, 2.847)
C (-0.485, 2.865, 3.734)
O (-0.717, 3.109, 4.894)
N (-0.816, 1.656, 3.056)
N (-0.562, 0.451, 3.818)
C (0.410, -0.391, 3.106)
C (1.374, 0.403, 2.298)
N (1.186, 0.662, 1.068)
C (-1.960, 1.662, 2.278)
C (-2.858, 2.884, 2.276)
O (-2.286, 0.699, 1.599)
H (-0.447, 4.263, 2.123)
H (0.717, 4.632, 3.443)
H (1.001, 3.293, 2.268)
H (-0.071, -1.139, 2.453)
H (0.989, -0.916, 3.876)
H (2.250, 0.784, 2.840)
H (1.952, 1.234, 0.705)
H (-3.004, 3.194, 1.238)
H (-3.835, 2.605, 2.671)
H (-2.492, 3.736, 2.847)
C (3.983, 3.299, 5.573)
Cl (5.705, 2.998, 5.281)
Cl (3.011, 2.200, 4.601)
Cl (3.628, 3.074, 7.285)
Cl (3.599, 4.971, 5.134)
C (-0.244, -2.329, -1.687)
Cl (0.650, -3.656, -0.923)
Cl (-0.737, -1.179, -0.478)
Cl (0.815, -1.532, -2.878)
Cl (-1.660, -2.994, -2.539)
C (0.228, -3.054, 6.824)
Cl (1.955, -3.247, 6.463)
Cl (-0.661, -4.381, 6.055)
Cl (-0.008, -3.151, 8.585)
Cl (-0.337, -1.524, 6.194)
C (-2.743, 7.252, 2.945)
Cl (-2.277, 5.988, 4.075)
Cl (-1.453, 8.458, 2.825)
Cl (-3.029, 6.536, 1.355)
Cl (-4.226, 8.038, 3.505)
C (4.948, 8.743, 5.285)
Cl (6.141, 7.577, 4.717)
Cl (5.395, 10.361, 4.727)
Cl (3.353, 8.327, 4.650)
Cl (4.894, 8.721, 7.050)
C (2.618, 5.690, 10.509)
Cl (2.997, 3.981, 10.748)
Cl (2.864, 6.120, 8.820)
Cl (0.936, 5.986, 10.958)
Cl (3.679, 6.672, 11.531)
C (-3.112, 1.406, -3.352)
Cl (-1.815, 0.220, -3.365)
Cl (-3.358, 1.973, -1.707)
Cl (-2.683, 2.766, -4.399)
Cl (-4.623, 0.672, -3.936)
C (-0.183, 5.794, -4.820)
Cl (0.749, 7.105, -5.554)
Cl (-1.723, 5.625, -5.673)
Cl (0.705, 4.277, -4.946)
Cl (-0.478, 6.161, -3.119)
C (1.387, -5.535, -4.889)
Cl (3.069, -5.204, -4.475)
Cl (0.501, -5.911, -3.417)
Cl (0.678, -4.126, -5.672)
Cl (1.323, -6.925, -5.998)
C (4.958, -2.696, 3.092)
Cl (3.738, -1.456, 2.864)
Cl (6.565, -1.959, 3.201)
Cl (4.635, -3.586, 4.592)
Cl (4.907, -3.812, 1.725)
C (-8.891, -1.201, -4.274)
Cl (-7.181, -0.789, -4.131)
Cl (-9.515, -1.680, -2.694)
Cl (-9.788, 0.205, -4.860)
Cl (-9.086, -2.538, -5.414)
C (-1.380, -4.308, -9.634)
Cl (-0.544, -5.534, -8.687)
Cl (-3.069, -4.214, -9.126)
Cl (-0.601, -2.742, -9.380)
Cl (-1.304, -4.733, -11.350)
C (-5.639, 5.408, -1.596)
Cl (-6.090, 3.930, -2.440)
Cl (-5.953, 5.203, 0.124)
Cl (-3.921, 5.736, -1.860)
Cl (-6.594, 6.765, -2.214)
C (1.831, -7.053, 1.131)
Cl (2.056, -8.808, 1.188)
Cl (2.190, -6.473, -0.504)
Cl (0.165, -6.655, 1.542)
Cl (2.926, -6.283, 2.276)
C (2.035, 1.991, -8.203)
Cl (0.930, 3.338, -8.476)
Cl (3.660, 2.447, -8.728)
Cl (2.072, 1.570, -6.488)
Cl (1.490, 0.590, -9.132)
C (5.744, -8.391, -3.191)
Cl (7.125, -7.310, -3.411)
Cl (6.323, -10.052, -3.006)
Cl (4.847, -7.916, -1.748)
Cl (4.685, -8.285, -4.597)
C (-9.560, 3.396, 1.671)
Cl (-10.924, 3.615, 2.776)
Cl (-9.835, 1.966, 0.673)
Cl (-9.408, 4.814, 0.633)
Cl (-8.075, 3.188, 2.602)
C (2.403, -6.934, -12.055)
Cl (4.006, -7.623, -12.341)
Cl (1.180, -7.955, -12.818)
Cl (2.094, -6.844, -10.323)
Cl (2.333, -5.312, -12.752)
C (3.479, -9.357, 5.608)
Cl (3.635, -7.624, 5.339)
Cl (2.703, -9.648, 7.169)
Cl (2.497, -10.060, 4.320)
Cl (5.082, -10.106, 5.601)

(4)
Computed, not measured: a single C25H12Cl3N5O3 molecule, with ωB97M-V/def2-TZVPD.

As for the HOMO energy: -7.956 eV. For the HOMO-LUMO gap, the calculation gives 6.5 eV. The spin multiplicity is 1. As for the energy relative to the best compared isomer or geometry (same formula, charge and spin): 33.78 kJ/mol. Its SMILES is Cc1[nH]n2c(=O)c3cc(Cl)c(Cl)c(Cl)c3nc2c1/N=N/c1cccc2c1C(=O)c1ccccc1C2=O. The value obtained for the lowest unoccupied orbital energy is -1.4 eV.

Positions of all 48 atoms, in Å:
C (3.095, 1.541, -3.789)
C (1.674, 1.682, -3.305)
N (0.524, 1.813, -4.103)
N (-0.586, 1.924, -3.235)
C (-1.927, 2.038, -3.557)
O (-2.257, 2.054, -4.727)
C (-2.878, 2.225, -2.483)
C (-4.238, 2.479, -2.677)
C (-5.107, 2.604, -1.564)
Cl (-6.804, 2.945, -1.855)
C (-4.651, 2.468, -0.249)
Cl (-5.753, 2.687, 1.117)
C (-3.262, 2.211, -0.048)
Cl (-2.583, 2.043, 1.547)
C (-2.378, 2.107, -1.183)
N (-1.003, 1.956, -0.925)
C (-0.151, 1.908, -1.921)
C (1.314, 1.784, -1.979)
N (2.131, 1.690, -0.850)
N (1.704, 0.681, -0.230)
C (2.316, 0.234, 0.917)
C (3.469, 0.896, 1.375)
C (4.128, 0.399, 2.483)
C (3.622, -0.726, 3.199)
C (2.422, -1.352, 2.771)
C (1.795, -0.917, 1.558)
C (0.538, -1.636, 1.103)
O (-0.107, -1.352, 0.073)
C (0.002, -2.737, 1.908)
C (-1.188, -3.439, 1.473)
C (-1.712, -4.482, 2.199)
C (-1.103, -4.873, 3.375)
C (0.038, -4.236, 3.798)
C (0.631, -3.171, 3.108)
C (1.861, -2.517, 3.574)
O (2.481, -2.985, 4.540)
H (3.331, 2.264, -4.562)
H (3.800, 1.723, -2.969)
H (3.281, 0.569, -4.203)
H (0.424, 1.342, -4.992)
H (-4.566, 2.569, -3.704)
H (3.954, 1.766, 0.881)
H (4.999, 0.948, 2.817)
H (4.126, -0.996, 4.105)
H (-1.677, -3.092, 0.572)
H (-2.644, -4.924, 1.867)
H (-1.584, -5.588, 4.031)
H (0.502, -4.524, 4.722)

(5)
Computed, not measured: C25H13CdCl5NO6Te as an isolated structure, with ωB97M-V/def2-TZVPD.

As for the HOMO energy: -5.615 eV. The net charge is -1. For the HOMO-LUMO gap, the calculation gives 7.9 eV. The spin multiplicity is 1. As for the energy relative to the best compared isomer or geometry (same formula, charge and spin): 0.00 kJ/mol. The value obtained for the lowest unoccupied orbital energy is 2.2 eV.

Positions of all 52 atoms, in Å:
Cd (-1.915, 0.690, 1.795)
O (1.167, 2.274, 6.945)
C (0.422, 1.950, 5.854)
C (-0.510, 0.915, 5.890)
C (-1.220, 0.650, 4.739)
N (-0.999, 1.365, 3.649)
C (-0.133, 2.368, 3.592)
C (0.618, 2.702, 4.698)
C (-0.067, 3.080, 2.230)
O (0.818, 3.908, 2.079)
O (-0.979, 2.742, 1.392)
C (-2.335, -0.410, 4.621)
O (-2.562, -1.059, 5.634)
O (-2.918, -0.473, 3.489)
H (0.943, 1.672, 7.665)
H (-0.691, 0.324, 6.780)
H (1.329, 3.514, 4.661)
Cl (-4.201, -4.277, -2.921)
C (-3.305, -3.326, -1.785)
C (-3.631, -1.993, -1.571)
Cl (-4.946, -1.275, -2.432)
C (-2.891, -1.233, -0.676)
Cl (-3.324, 0.454, -0.417)
C (-1.794, -1.752, 0.044)
O (-1.043, -1.047, 0.816)
C (-1.530, -3.129, -0.157)
Cl (-0.269, -3.825, 0.791)
C (-2.252, -3.888, -1.058)
Cl (-1.850, -5.551, -1.299)
Te (0.568, 0.895, -0.817)
C (1.787, 1.958, -2.183)
C (3.143, 2.139, -1.923)
C (3.955, 2.788, -2.845)
C (3.419, 3.265, -4.033)
C (2.066, 3.098, -4.294)
C (1.252, 2.451, -3.372)
C (0.785, -0.935, -1.854)
C (1.756, -1.862, -1.483)
C (1.823, -3.098, -2.115)
C (0.913, -3.424, -3.111)
C (-0.057, -2.505, -3.488)
C (-0.118, -1.265, -2.863)
H (3.562, 1.773, -0.994)
H (5.009, 2.923, -2.632)
H (4.053, 3.768, -4.752)
H (1.640, 3.476, -5.216)
H (0.196, 2.328, -3.576)
H (2.451, -1.621, -0.689)
H (2.569, -3.819, -1.805)
H (0.954, -4.396, -3.588)
H (-0.777, -2.757, -4.257)
H (-0.882, -0.554, -3.153)

(6)
Computed, not measured: C25H15Cl4IN8OS2Ta as an isolated structure, with ωB97M-V/def2-TZVPD.

As for the HOMO energy: -5.002 eV. The net charge is -1. For the HOMO-LUMO gap, the calculation gives 6.9 eV. The spin multiplicity is 1. The value obtained for the lowest unoccupied orbital energy is 1.9 eV.

Positions of all 57 atoms, in Å:
Ta (-0.693, -1.133, -0.590)
C (0.360, -2.390, 5.007)
S (-0.804, -1.025, 4.771)
C (-1.084, -0.962, 3.022)
S (-0.157, -1.888, 1.920)
N (-2.070, -0.166, 2.752)
N (-2.276, 0.030, 1.420)
C (-3.392, 0.556, 1.117)
C (-3.703, 0.849, -0.282)
C (-4.868, 1.542, -0.596)
C (-5.157, 1.812, -1.922)
C (-4.274, 1.379, -2.894)
C (-3.138, 0.688, -2.494)
N (-2.851, 0.426, -1.225)
H (1.249, -2.019, 5.512)
H (-0.118, -3.158, 5.610)
H (0.639, -2.793, 4.036)
H (-4.132, 0.787, 1.883)
H (-5.530, 1.854, 0.201)
H (-6.062, 2.344, -2.188)
H (-4.454, 1.562, -3.944)
H (-2.437, 0.310, -3.223)
Cl (0.022, 1.878, -3.069)
C (0.478, 2.571, -1.554)
C (1.065, 3.849, -1.568)
C (1.468, 4.433, -0.409)
Cl (2.179, 6.022, -0.466)
C (1.330, 3.764, 0.828)
C (1.737, 4.297, 2.071)
C (1.585, 3.552, 3.200)
C (1.030, 2.259, 3.093)
N (0.625, 1.741, 1.966)
C (0.752, 2.470, 0.834)
C (0.284, 1.869, -0.386)
O (-0.293, 0.687, -0.335)
H (1.193, 4.353, -2.515)
H (2.167, 5.289, 2.107)
H (1.884, 3.936, 4.166)
H (0.912, 1.637, 3.974)
Cl (0.819, -5.534, -0.584)
C (2.091, -4.358, -0.605)
C (3.409, -4.764, -0.530)
C (4.432, -3.827, -0.526)
C (4.129, -2.476, -0.598)
C (2.809, -2.088, -0.677)
Cl (2.380, -0.412, -0.757)
C (1.724, -3.000, -0.682)
N (0.456, -2.555, -0.737)
H (3.630, -5.822, -0.479)
H (5.463, -4.149, -0.464)
H (4.910, -1.727, -0.593)
N (-0.745, -1.145, -2.733)
C (-0.016, -1.387, -3.630)
N (0.724, -1.487, -4.627)
C (1.355, -2.480, -5.203)
N (1.947, -3.281, -5.791)
I (-2.988, -2.721, -0.615)

Max |F| across the listed records, respectively: 2.1, 3.5, 1.7, 3.2, 0.5, 3.7 eV Å⁻¹.